The following is a DFT calculation (the ωB97M-V functional and the def2-TZVPD basis) of the ion C22H35 with charge +1 at a distorted geometry.

HOMO energy ... -11.7 eV
Frontier orbital gap ... 0.2383 Ha
Electronic energy ... -858.9479 a.u.

```
! RIJCOSX wB97M-V def2-TZVPD def2/J DEFGRID3
* xyz 1 1
C -3.1483 0.4830 1.8709
C -2.7995 -0.7990 2.6023
C -1.2963 -1.1647 2.7281
C -0.5183 -1.1819 1.4106
C 0.9836 -0.9785 1.5427
C 1.5424 0.2682 2.2183
C 2.7622 0.0258 2.9548
C 1.0816 1.6585 1.7214
C -0.3956 2.0151 1.5137
C -1.2536 2.0596 2.7824
C -2.7691 1.7489 2.6106
H -2.8226 0.4833 0.8256
H -4.2432 0.4945 1.8428
H -3.2002 -0.7592 3.6410
H -3.2839 -1.6472 2.0995
H -0.8048 -0.5060 3.4685
H -1.2449 -2.1652 3.2128
H -0.6831 -2.1729 0.9820
H -0.9701 -0.4696 0.7040
H 1.4089 -1.8143 2.1107
H 1.3909 -0.9958 0.5044
H 3.0994 0.9304 3.5336
H 2.6791 -0.9080 3.6241
H 1.5238 2.4277 2.3863
H 1.5388 1.8217 0.7242
H -0.4564 3.0319 1.0956
H -0.8737 1.3817 0.7556
H -0.8149 1.3892 3.5416
H -1.1794 3.0698 3.2545
H -3.2083 2.6236 2.0893
H -3.1932 1.7282 3.6283
C 4.4708 -0.3027 1.0459
C 4.1209 -0.9928 2.3664
C 5.1026 -1.2977 3.3711
C 5.1953 -2.5882 4.0283
C 4.5281 -3.8383 3.5127
C 6.0410 -2.7610 5.1291
C 6.7803 -1.7084 5.6682
C 7.5458 -1.8615 6.9577
C 6.8503 -0.5606 4.9072
C 6.0266 -0.3012 3.8062
C 6.2222 0.9797 3.0739
H 3.8665 -0.7548 0.2443
H 4.1592 0.7640 1.1181
H 5.5201 -0.3682 0.6386
H 3.4708 -1.8784 2.1967
H 4.7403 -4.6787 4.2101
H 3.4390 -3.7087 3.4668
H 4.8678 -4.1452 2.5098
H 6.0220 -3.6905 5.6764
H 8.0633 -0.9329 7.1812
H 6.9035 -2.0632 7.8219
H 8.2977 -2.6580 6.9155
H 7.4771 0.2448 5.2982
H 6.9201 1.6087 3.6601
H 6.6528 0.8171 2.0713
H 5.2563 1.4784 2.9796
*
```


The following is a DFT calculation (the ωB97M-V functional and the def2-TZVPD basis) of a structure of composition C22H35AsBCl2GaIN7OS2Se.

HOMO energy ... -13.4 eV
Frontier orbital gap ... 0.3115 Ha
Electronic energy ... -9918.9042 a.u.

```
! RIJCOSX wB97M-V def2-TZVPD def2/J DEFGRID3
* xyz 2 1
Ga 0.5193 0.0500 0.1468
C 1.6939 1.7064 -4.4793
N 2.1528 2.2381 -3.2031
C 3.2345 3.0763 -3.0406
C 3.2917 3.3843 -1.7267
N 2.2485 2.7523 -1.0878
B 1.9583 2.8665 0.4398
N 3.1395 2.2133 1.2201
C 3.9498 2.8485 2.1370
C 4.8406 1.9464 2.6065
N 4.5640 0.7490 1.9776
C 5.3348 -0.4778 2.1431
C 3.5299 0.9356 1.1350
S 2.8920 -0.2683 0.0684
C 1.5664 2.0639 -2.0058
S 0.1067 1.1318 -1.8196
H 2.5389 1.6771 -5.1613
H 0.9109 2.3371 -4.8963
H 1.3155 0.6982 -4.3338
H 3.8568 3.3637 -3.8690
H 3.9858 4.0060 -1.1897
H 1.8881 4.0158 0.7672
H 0.9321 2.2700 0.6782
H 3.8156 3.8891 2.3731
H 5.6412 2.0405 3.3185
H 5.5274 -0.6369 3.2016
H 6.2791 -0.4011 1.6077
H 4.7613 -1.3104 1.7455
C 0.7050 1.6825 3.5237
As 0.3051 0.0423 2.5963
C -1.4076 -0.5337 3.2674
C 1.5443 -1.2281 3.3608
H 0.4362 1.5550 4.5719
H 0.1388 2.4969 3.0790
H 1.7701 1.8916 3.4474
H -1.4009 -0.4467 4.3532
H -1.5734 -1.5714 2.9857
H -2.1852 0.0907 2.8395
H 1.2986 -1.3535 4.4146
H 2.5580 -0.8444 3.2662
H 1.4691 -2.1814 2.8419
C -0.6752 -2.3876 -3.3463
N -1.3463 -3.0812 -2.2605
C -0.9587 -3.1308 -0.9838
Se 0.6250 -2.4292 -0.2427
N -1.8250 -3.8957 -0.3094
C -2.8265 -4.3451 -1.1602
C -3.9420 -5.1467 -0.9563
C -4.7306 -5.3916 -2.0629
C -4.4241 -4.8570 -3.3234
C -3.3155 -4.0581 -3.5235
C -2.5202 -3.8170 -2.4094
H 0.2770 -2.0111 -2.9838
H -1.2937 -1.5572 -3.6869
H -0.5065 -3.0846 -4.1651
H -1.7328 -4.0922 0.6737
H -4.1838 -5.5578 0.0139
H -5.6072 -6.0157 -1.9585
H -5.0732 -5.0805 -4.1586
H -3.0813 -3.6476 -4.4958
Cl -4.1956 -1.9514 1.2790
C -4.3531 -0.8554 -0.0901
Cl -2.7894 -0.5469 -0.8942
H -4.7264 0.0971 0.2659
H -5.0150 -1.2963 -0.8257
N -2.5829 2.9627 -0.4261
C -2.1963 2.6641 0.8221
O -1.4677 1.7040 1.0790
C -2.7029 3.5662 1.9153
I -1.3135 5.1617 2.1905
H -2.1387 2.4780 -1.1913
H -3.0945 3.8066 -0.6211
H -2.7517 3.0168 2.8492
H -3.6653 4.0145 1.6871
*
```


Number 1: LUMO energy -0.19352 Eh. Number 2: LUMO energy -0.18012 Eh.